Model a:
12
Properties=species:S:1:pos:R:3 method="wB97M-V/def2-TZVPD" homo_ev="-9.393 / -9.393" lumo_energy_ev="-1.3 / -1.2"
C -0.665 -0.252 -0.067
C 0.437 0.538 0.065
C -1.413 1.028 0.076
C 1.895 0.340 0.204
N -0.388 1.820 0.199
N -1.147 -1.663 -0.342
O -0.249 -2.479 -0.377
O -2.300 -1.899 -0.487
Cl -3.035 1.447 0.147
H 2.275 1.059 0.822
H 2.402 0.685 -0.788
H 2.187 -0.625 0.548


Model b:
12
Properties=species:S:1:pos:R:3 method="wB97M-V/def2-TZVPD" homo_ev="-7.998 / -9.276" lumo_energy_ev="-1.9 / -0.8"
C -0.947 -0.973 0.717
C -1.347 0.093 -0.201
C 1.033 0.613 -0.756
C 1.333 0.983 0.539
N -1.172 -2.124 0.877
N -0.385 0.601 -1.033
O -2.468 0.546 -0.244
O 1.718 0.315 -1.720
Cl 2.935 0.864 1.019
H 0.777 1.318 1.433
H -0.977 -2.915 1.396
H -0.500 0.679 -2.028


Preferred: model b; penalty for the next structure: 2.539 eV.


Model a:
43
Properties=species:S:1:pos:R:3 method="wB97M-V/def2-TZVPD" homo_ev=-8.310 smiles="CCN(CC)C(=O)CSc1nc2ccccc2c(=O)n1CC" lumo_energy_ev=0.5
C -3.962 -0.146 -2.507
C -4.139 -1.017 -1.266
N -3.254 -0.601 -0.190
C -3.739 0.445 0.685
C -4.533 -0.115 1.865
C -2.059 -1.219 -0.081
O -1.710 -2.107 -0.835
C -1.134 -0.755 1.035
S -0.390 0.854 0.615
C 1.275 0.385 0.274
N 1.626 -0.813 0.562
C 2.912 -1.200 0.310
C 3.308 -2.508 0.606
C 4.603 -2.899 0.360
C 5.529 -2.006 -0.180
C 5.153 -0.716 -0.476
C 3.843 -0.299 -0.235
C 3.431 1.064 -0.538
O 4.148 1.929 -0.997
N 2.082 1.341 -0.259
C 1.611 2.689 -0.524
C 1.708 3.568 0.718
H -2.941 -0.231 -2.870
H -4.167 0.899 -2.284
H -4.639 -0.475 -3.290
H -3.892 -2.052 -1.511
H -5.170 -0.970 -0.908
H -4.383 1.101 0.094
H -2.904 1.049 1.045
H -3.918 -0.777 2.470
H -4.888 0.699 2.491
H -5.392 -0.682 1.513
H -1.636 -0.648 1.994
H -0.291 -1.446 1.107
H 2.580 -3.188 1.019
H 4.909 -3.910 0.586
H 6.542 -2.331 -0.366
H 5.848 -0.003 -0.895
H 2.253 3.091 -1.312
H 0.580 2.636 -0.881
H 1.098 3.165 1.522
H 2.742 3.627 1.049
H 1.359 4.569 0.482


Model b:
43
Properties=species:S:1:pos:R:3 method="wB97M-V/def2-TZVPD" homo_ev=-8.109 lumo_energy_ev=0.3
C -6.414 -1.929 -0.302
C -6.716 -0.473 -0.534
O -6.078 0.510 0.344
C -4.813 0.622 0.134
C -3.948 -0.343 0.963
C -2.605 0.085 0.959
N -1.773 -0.725 0.535
N -0.490 -0.061 0.121
C -0.416 1.147 0.598
N 0.779 1.868 0.698
C 2.005 1.897 0.344
O 2.713 2.730 0.339
C 2.416 0.157 -0.340
C 3.707 -0.158 0.333
C 4.810 0.496 0.425
C 5.912 -0.128 1.123
C 6.067 -1.629 1.234
C 4.868 -2.283 1.007
C 3.846 -1.515 0.425
H 2.834 -2.176 0.413
H 4.884 -3.304 0.979
H 6.823 -1.843 1.680
H 6.851 0.622 1.253
H 4.731 1.631 0.595
H 1.578 -0.171 -0.208
C 2.494 0.454 -1.785
C 3.539 1.118 -2.332
H 3.526 2.464 -1.936
H 4.419 0.833 -1.991
H 3.466 1.345 -3.339
H 1.452 0.926 -2.152
H 2.484 -0.609 -2.288
H 0.624 2.892 1.087
S -1.909 1.621 1.325
H -4.132 -1.299 0.941
H -4.232 0.265 2.177
H -4.561 0.453 -1.052
H -4.704 1.741 0.626
H -6.709 -0.087 -1.548
H -8.050 -0.223 -0.214
H -5.360 -2.165 -0.554
H -7.258 -2.470 -0.762
H -6.659 -2.285 0.680


Model c:
43
Properties=species:S:1:pos:R:3 method="wB97M-V/def2-TZVPD" homo_ev=-9.012 smiles="CCOCCc1nnc(NC(=O)[C@@H](CC)c2ccccc2)s1" lumo_energy_ev=0.4
C 0.994 0.633 -4.028
C 2.203 0.803 -3.123
O 1.831 1.631 -2.034
C 2.887 2.095 -1.247
C 3.660 0.993 -0.486
C 2.731 0.159 0.309
N 2.163 -0.906 -0.119
N 1.345 -1.486 0.743
C 1.250 -0.872 1.870
N 0.474 -1.250 2.925
C -0.815 -1.765 2.898
O -1.324 -2.118 3.931
C -1.486 -1.741 1.542
C -2.897 -2.336 1.635
C -3.550 -2.442 0.264
C -1.510 -0.303 1.073
C -1.075 0.049 -0.198
C -1.059 1.375 -0.593
C -1.486 2.363 0.277
C -1.939 2.021 1.540
C -1.950 0.695 1.936
S 2.258 0.581 1.951
H 0.644 1.603 -4.374
H 0.191 0.148 -3.481
H 1.258 0.022 -4.887
H 2.534 -0.177 -2.756
H 3.032 1.274 -3.676
H 3.611 2.656 -1.860
H 2.425 2.778 -0.528
H 4.388 1.475 0.166
H 4.182 0.352 -1.197
H 0.837 -1.072 3.854
H -0.884 -2.335 0.849
H -3.507 -1.709 2.288
H -2.829 -3.323 2.095
H -3.635 -1.460 -0.196
H -2.960 -3.079 -0.392
H -4.545 -2.869 0.352
H -0.728 -0.719 -0.874
H -0.687 1.639 -1.570
H -1.463 3.399 -0.028
H -2.278 2.787 2.222
H -2.293 0.432 2.926


Preferred: model a; penalty for the next structure: 1.588 eV.


Model a:
17
Properties=species:S:1:pos:R:3 method="wB97M-V/def2-TZVPD" homo_ev=-4.393 charge=-1 lumo_energy_ev=1.8
O 3.453 0.186 1.044
C 3.166 -0.368 -0.034
O 3.447 -0.081 -1.211
C 0.425 0.267 0.320
C 0.129 -0.050 -0.960
C 0.029 1.503 -0.107
S -3.003 0.259 -0.699
C -2.729 -0.841 0.726
H 0.936 -0.147 1.168
H 2.491 -1.273 0.074
H -0.961 -0.056 -1.269
H 0.920 -0.302 -1.671
H -1.037 1.784 -0.172
H 0.726 2.305 -0.327
H -2.028 -1.635 0.479
H -2.287 -0.308 1.571
H -3.678 -1.242 1.069


Model b:
17
Properties=species:S:1:pos:R:3 method="wB97M-V/def2-TZVPD" homo_ev=-3.932 smiles="CSCCCC(=O)[O-]" charge=-1 lumo_energy_ev=3.1
C 1.496 -1.638 -1.345
S 0.640 -0.325 -2.127
C -0.895 -0.005 -1.049
C -0.549 -0.208 0.446
C 0.208 0.980 0.991
C -0.926 1.850 1.722
O -1.459 1.363 2.786
O -1.440 2.820 1.017
H 1.190 -1.932 -0.210
H 2.560 -1.174 -1.309
H 1.394 -2.685 -1.779
H -1.225 0.993 -1.278
H -1.677 -0.742 -1.367
H 0.117 -1.153 0.475
H -1.347 -0.466 1.111
H 0.854 1.565 0.296
H 1.060 0.758 1.621


Preferred: model b; penalty for the next structure: 3.456 eV.


Model a:
18
Properties=species:S:1:pos:R:3 method="wB97M-V/def2-TZVPD" multiplicity=2 homo_ev="-13.656 / -14.508" charge=+1 lumo_energy_ev="-3.8 / -6.5"
C -0.826 2.122 0.813
N -0.925 0.779 0.137
C 0.128 0.021 -0.173
C 0.018 -1.369 -0.449
C -1.272 -2.078 -0.540
C 2.449 0.066 0.076
C 1.391 0.709 -0.445
H -1.819 2.550 0.917
H -0.144 2.776 0.272
H -0.342 1.935 1.764
H -1.685 0.239 0.549
H 0.867 -1.889 -0.845
H -2.102 -1.605 -1.092
H -1.656 -2.276 0.480
H -1.204 -3.020 -1.072
H 3.426 0.415 0.267
H 2.359 -0.968 0.384
H 1.336 1.592 -1.044


Model b:
18
Properties=species:S:1:pos:R:3 method="wB97M-V/def2-TZVPD" multiplicity=2 homo_ev="-12.719 / -14.445" charge=+1 lumo_energy_ev="-4.2 / -6.2"
C 3.081 -1.754 0.710
N 2.153 -0.635 0.801
C 0.952 -0.706 0.210
C -0.057 0.248 0.322
C -1.126 0.252 -0.600
C -1.852 1.430 -0.719
C -3.321 1.424 -0.860
H 3.425 -2.053 1.705
H 2.579 -2.641 0.321
H 3.981 -1.499 0.154
H 2.026 -0.218 1.725
H 0.765 -1.578 -0.419
H 0.195 0.961 1.107
H -1.330 -0.550 -1.294
H -1.316 2.294 -0.345
H -3.764 1.346 0.150
H -3.713 0.501 -1.303
H -3.803 2.262 -1.352


Model c:
18
Properties=species:S:1:pos:R:3 method="wB97M-V/def2-TZVPD" multiplicity=2 homo_ev="-13.466 / -14.257" charge=+1 lumo_energy_ev="-3.8 / -6.5"
C -0.922 2.913 0.011
N -1.144 0.164 -1.062
C -0.444 0.404 0.034
C -0.475 1.670 0.646
C 1.540 -2.877 0.177
C 1.001 -1.548 -0.244
C 0.370 -0.682 0.563
H -0.853 2.915 -1.075
H -1.982 3.093 0.225
H -0.462 3.770 0.499
H -1.362 -0.773 -1.371
H -1.766 0.911 -1.347
H -0.081 1.660 1.651
H 1.241 -3.621 -0.554
H 2.627 -2.819 0.307
H 1.185 -3.109 1.180
H 1.188 -1.246 -1.278
H 0.339 -0.823 1.637


Preferred: model c; penalty for the next structure: 0.657 eV.


Model a:
18
Properties=species:S:1:pos:R:3 method="wB97M-V/def2-TZVPD" multiplicity=2 homo_ev="-13.068 / -15.405" charge=+1 lumo_energy_ev="-6.6 / -6.6"
C 1.289 -0.547 1.511
N -1.516 0.109 0.991
C -0.482 0.065 0.022
C 0.472 -1.025 0.248
C 1.275 -1.334 -0.948
C -1.340 1.870 -1.361
C -0.482 0.904 -1.110
H 0.713 -0.748 2.407
H 2.169 -1.186 1.516
H 1.627 0.486 1.454
H -1.444 0.973 1.532
H -2.411 0.169 0.501
H 1.023 -2.151 -1.613
H 2.344 -1.154 -0.964
H -0.215 -1.767 0.666
H -2.246 2.109 -0.824
H -1.088 2.503 -2.204
H 0.312 0.726 -1.824


Model b:
18
Properties=species:S:1:pos:R:3 method="wB97M-V/def2-TZVPD" multiplicity=2 homo_ev="-13.725 / -13.822" charge=+1 lumo_energy_ev="-4.9 / -6.9"
C -1.384 -1.217 0.142
N 1.224 -2.552 1.116
C 1.024 -1.325 0.432
C -0.097 -0.599 0.548
C -0.018 0.904 0.466
C -0.179 1.429 -0.714
C -0.104 2.843 -0.933
H -1.560 -2.251 0.367
H -2.180 -0.551 0.491
H -1.510 -1.272 -0.923
H 0.504 -3.258 0.902
H 2.130 -3.058 1.042
H 1.925 -1.116 -0.092
H 0.346 1.605 1.343
H 0.138 0.697 -1.350
H 0.592 3.241 -0.130
H 0.214 3.084 -1.877
H -1.065 3.397 -0.830


Preferred: model a; penalty for the next structure: 0.156 eV.


Model a:
12
Properties=species:S:1:pos:R:3 method="wB97M-V/def2-TZVPD" homo_ev="-14.857 / -14.856" charge=+1 lumo_energy_ev="-6.1 / -6.1"
C 0.024 0.347 -0.702
C -0.520 -0.856 -1.214
C 0.095 0.852 0.748
N 1.172 0.125 0.161
O -0.680 0.226 1.728
S -0.337 -2.381 -0.722
H -0.131 1.195 -1.273
H -1.187 -0.844 -2.011
H 0.066 1.901 0.648
H 0.626 -2.068 0.162
H 2.035 0.721 0.200
H -1.163 0.785 2.275


Model b:
12
Properties=species:S:1:pos:R:3 method="wB97M-V/def2-TZVPD" homo_ev=-14.815 charge=+1 lumo_energy_ev=-3.6
C -1.360 1.894 -2.113
C -0.695 -1.318 0.321
C -0.150 -0.302 -0.382
N 0.505 0.798 0.242
O -0.420 2.346 -1.588
S -2.542 1.279 -2.797
H -1.106 -2.158 -0.269
H -1.072 -1.387 1.418
H 0.023 -0.499 -1.472
H 0.290 1.698 -0.299
H 1.473 0.678 0.146
H 0.442 0.907 1.405


Preferred: model b; penalty for the next structure: 1.688 eV.


Model a:
22
Properties=species:S:1:pos:R:3 method="wB97M-V/def2-TZVPD" homo_ev=-9.340 smiles="C=C/C=C/C.O.O.O" lumo_energy_ev=0.5
C 0.060 1.325 -2.045
C 0.262 0.030 -1.881
C 1.372 -0.424 -0.976
C 1.190 -0.634 0.325
C 2.271 -1.052 1.282
H -0.799 1.698 -2.608
H 0.653 2.132 -1.643
H -0.351 -0.771 -2.274
H 2.376 -0.426 -1.364
H 0.158 -0.570 0.599
H 2.698 -2.019 1.081
H 1.906 -0.956 2.301
H 3.134 -0.416 1.078
O -2.180 0.179 1.793
H -2.319 -0.599 2.347
H -2.095 0.982 2.321
O 0.322 2.001 2.152
H 0.130 2.653 1.474
H -0.225 1.228 1.957
O -3.221 -1.341 -2.107
H -2.989 -1.851 -1.323
H -2.354 -1.168 -2.490


Model b:
22
Properties=species:S:1:pos:R:3 method="wB97M-V/def2-TZVPD" homo_ev=-8.841 smiles="CC(C)=O.CC.OO" lumo_energy_ev=0.4
C -0.187 0.477 1.921
C 1.044 0.238 1.091
C 1.924 1.423 0.820
O 1.539 -0.912 1.011
H -0.821 -0.407 1.935
H -0.751 1.328 1.543
H 0.131 0.713 2.940
H 2.595 1.213 -0.010
H 1.343 2.323 0.642
H 2.539 1.592 1.706
C -0.323 0.390 -1.293
C -1.794 0.307 -1.691
H -0.060 1.419 -1.061
H 0.323 0.091 -2.124
H -0.194 -0.553 -0.588
H -2.429 0.598 -0.855
H -2.012 0.948 -2.543
H -2.047 -0.721 -1.943
O -0.129 -2.956 -1.050
O -0.419 -2.165 0.116
H -0.883 -3.563 -1.060
H 0.614 -1.786 0.492


Preferred: model a; penalty for the next structure: 2.403 eV.


Model a:
14
Properties=species:S:1:pos:R:3 method="wB97M-V/def2-TZVPD" multiplicity=2 homo_ev="-1.411 / -1.408" charge=-1 lumo_energy_ev="4.6 / 4.5"
C 1.879 0.081 0.225
C 1.029 0.168 -0.957
C -0.213 -0.603 -0.633
C -0.986 0.978 0.444
N -0.865 -0.320 0.477
H 1.419 0.747 0.951
H 2.928 0.268 -0.010
H 1.665 -0.841 0.840
H 0.845 1.194 -1.270
H 1.680 -0.428 -1.718
H -0.680 -1.242 -1.297
H -3.237 -0.581 0.806
H -1.541 1.402 1.317
H -3.922 -0.823 0.826


Model b:
14
Properties=species:S:1:pos:R:3 method="wB97M-V/def2-TZVPD" multiplicity=2 homo_ev="1.530 / -4.319" charge=-1 lumo_energy_ev="4.8 / 4.7"
C -0.473 0.803 0.933
N -0.972 -0.551 0.791
C -0.394 -1.206 -0.397
C 0.891 -0.426 -0.719
C 0.739 0.971 -0.080
H -1.210 1.541 0.559
H -0.148 1.059 1.954
H -1.987 -0.631 0.772
H -0.178 -2.239 -0.116
H -1.038 -1.046 -1.273
H 0.993 -0.276 -1.806
H 1.730 -0.946 -0.295
H 1.631 1.234 0.496
H 0.414 1.712 -0.820


Preferred: model b; penalty for the next structure: 3.367 eV.


Model a:
8
Properties=species:S:1:pos:R:3 method="wB97M-V/def2-TZVPD" homo_ev=-11.508 lumo_energy_ev=-0.7
C -0.051 0.796 1.130
N -0.727 0.600 0.084
O 1.094 -1.276 -0.253
O -1.228 -1.530 -0.966
S -0.095 -0.698 -0.701
Cl 0.374 0.202 -2.551
H -0.206 1.557 1.913
H 0.840 0.349 1.346


Model b:
8
Properties=species:S:1:pos:R:3 method="wB97M-V/def2-TZVPD" homo_ev=-10.817 lumo_energy_ev=-0.1
C -0.888 1.966 -0.644
N -0.411 0.951 -0.872
O 2.182 0.662 -0.159
O 0.568 -0.513 1.152
S 1.190 -0.352 -0.137
Cl -0.845 -3.067 -0.004
H -1.416 2.857 -0.427
H -0.380 -2.503 1.091


Model c:
8
Properties=species:S:1:pos:R:3 method="wB97M-V/def2-TZVPD" homo_ev=-9.951 smiles="NC(=O)OSCl" lumo_energy_ev=-0.6
N 0.933 -0.388 -0.534
C 0.325 0.811 -0.426
O 0.908 1.891 -0.677
O -0.948 0.756 0.225
S -1.694 -0.728 0.656
Cl -1.269 -0.852 2.652
H 0.219 -1.170 -0.522
H 1.527 -0.319 -1.374


Preferred: model c; penalty for the next structure: 0.924 eV.


Model a:
9
Properties=species:S:1:pos:R:3 method="wB97M-V/def2-TZVPD" homo_ev=-8.774 smiles="S=c1ncocn1" lumo_energy_ev=-0.6
S -2.231 0.001 0.000
C -0.606 -0.006 0.002
N 0.123 -1.213 0.000
C 1.387 -1.143 -0.003
O 2.124 -0.003 -0.001
C 1.387 1.150 0.000
N 0.113 1.211 0.001
H 2.018 -2.021 0.019
H 2.035 2.043 0.002


Model b:
9
Properties=species:S:1:pos:R:3 method="wB97M-V/def2-TZVPD" homo_ev=-9.389 lumo_energy_ev=-0.3
C 1.930 0.277 0.017
C 0.692 0.655 0.305
C -1.445 -1.319 0.132
N -1.051 -2.378 -0.066
N -0.441 1.008 0.330
O -2.510 0.992 -0.867
S -2.062 0.469 0.415
H 2.087 -0.410 -0.760
H 2.800 0.706 0.494


Preferred: model a; penalty for the next structure: 3.018 eV.